Entry 1:
A cluster of 4 separate species, C20H48BBrFNO3 in total, computed with ωB97M-V/def2-TZVPD.

Properties
highest occupied orbital energy = -7.89 eV
charge = 0
SMILES = CNCB(CCCF)C[C@@H](C)Br.CCOCC.CCOCC.CCOCC
calculated total energy = -102585.252 eV

Last column: Löwdin charge in e.
CARTESIAN COORDINATES (ANGSTROEM)
Br (-5.1773, -0.1099, -7.2707)  0.665
F (-0.3159, 2.0908, -5.0533)  -0.065
O (-0.3910, 0.9510, 7.6193)  -0.179
O (2.7201, -1.1025, -2.5867)  -0.178
O (2.0969, 0.2934, 3.3993)  -0.169
N (-3.9619, -0.5560, -3.9406)  -0.137
C (0.1192, 1.5892, 8.7771)  -0.282
C (-2.8041, -1.4639, -4.0257)  -0.173
C (-1.5862, 0.2077, 7.7876)  -0.279
C (-2.7953, 0.2412, -8.8016)  -0.165
C (0.7144, 1.1741, -5.2497)  -0.195
C (-3.5954, 0.8685, -3.9541)  -0.137
C (-2.7654, 1.0483, 8.2450)  -0.080
C (3.4442, -2.3016, -2.3733)  -0.281
C (0.4876, 0.6237, 9.8906)  -0.078
C (3.3596, 0.0110, -0.4892)  -0.071
C (-3.1754, -0.1035, -7.3250)  -0.702
C (0.2508, -0.0352, -6.1260)  -0.153
C (3.1231, 0.4547, 4.3625)  -0.282
C (-2.5902, -1.4883, -6.8686)  -0.159
C (2.2506, -0.4377, -1.4243)  -0.282
C (2.6352, -3.3837, -1.6798)  -0.078
C (-0.3461, -1.2010, -5.2388)  -0.113
C (0.9268, 1.0698, 3.5976)  -0.276
C (2.6973, 0.0673, 5.7670)  -0.076
C (1.1781, 2.5676, 3.5643)  -0.078
B (-1.9517, -1.3758, -5.3878)  -0.251
H (1.7103, 0.4432, -1.7775)  0.110
H (0.2496, 0.8081, 2.7824)  0.117
H (-2.9019, 1.9091, 7.5877)  0.083
H (1.7833, 2.8919, 4.4134)  0.066
H (-0.0610, -1.0054, -4.1770)  0.085
H (1.1199, 0.8233, -4.2809)  0.103
H (-3.4038, -2.2500, -6.8558)  0.093
H (1.1536, -0.1567, 9.5173)  0.081
H (1.1436, -0.4217, -6.6492)  0.112
H (3.8753, -0.8409, -0.0416)  0.069
H (4.3728, -2.0960, -1.8308)  0.107
H (1.6934, -3.5557, -2.2047)  0.079
H (-0.5815, 2.3507, 9.1347)  0.108
H (-2.1235, -1.3570, -3.1529)  0.101
H (4.1055, 0.5970, -1.0301)  0.083
H (1.9382, 0.7481, 6.1578)  0.051
H (0.4264, 0.7780, 4.5270)  0.103
H (2.2715, -0.9379, 5.7767)  0.085
H (-4.0615, 1.3393, -3.0523)  0.076
H (3.1981, -4.3181, -1.6492)  0.077
H (0.9839, 1.1537, 10.7048)  0.077
H (1.5217, -1.0606, -0.8958)  0.109
H (3.7356, -2.6582, -3.3631)  0.117
H (-1.8155, -0.2196, 6.8097)  0.117
H (0.1933, -2.1428, -5.5092)  0.111
H (-4.6885, -0.7809, -4.6059)  0.040
H (1.5281, 1.7004, -5.7870)  0.115
H (3.9401, -0.1971, 4.0468)  0.116
H (-0.5393, 0.3549, -6.7958)  0.089
H (3.5518, 0.0952, 6.4460)  0.078
H (2.9520, 0.6164, 0.3218)  0.071
H (3.5146, 1.4774, 4.3379)  0.107
H (0.2337, 3.1124, 3.6010)  0.077
H (-1.8376, -1.8067, -7.6256)  0.105
H (-3.3353, -0.4080, -9.5212)  0.073
H (2.3929, -3.1081, -0.6516)  0.068
H (-3.1239, 1.2792, -9.0225)  0.075
H (-4.0457, 1.4126, -4.8181)  0.061
H (-1.4189, -0.6366, 8.4645)  0.108
H (-2.6198, 1.4283, 9.2582)  0.066
H (-0.3951, 0.1306, 10.3028)  0.067
H (-2.8131, 0.7256, -6.6872)  0.074
H (1.0191, 2.1185, 8.4579)  0.115
H (-3.6799, 0.4533, 8.2420)  0.077
H (1.7141, 2.8474, 2.6549)  0.078
H (-3.2135, -2.5090, -3.9792)  0.120
H (-1.7037, 0.1174, -8.9382)  0.074
H (-2.5075, 1.0560, -3.8582)  0.078

---

Entry 2:
A structure of composition C20H11ClF6N3O8PSV, computed with ωB97M-V/def2-TZVPD.

Properties
highest occupied orbital energy (spin up / spin down) = -7.86 / -8.06 eV
expectation value of S² = 3.7787
charge = 0
spin multiplicity = 4
calculated total energy = -116414.544 eV

Last column: Löwdin charge in e.
CARTESIAN COORDINATES (ANGSTROEM)
V (-1.1920, 0.5647, 0.9882)  0.948
Cl (1.8167, -4.3990, 0.2655)  0.859
S (-3.9033, 4.2549, 0.3492)  0.563
P (-3.3857, -0.6024, 2.4168)  0.250
F (-4.0074, 0.8782, 2.3921)  -0.110
F (-2.5461, -1.9796, 2.3039)  -0.115
F (-1.8945, 0.1326, 2.7788)  -0.207
F (-3.0153, -0.3768, 0.7584)  -0.207
F (-4.7399, -1.2847, 1.9735)  -0.088
F (-3.6506, -0.7909, 3.9608)  -0.084
O (3.5463, 5.1213, -2.1444)  0.129
O (4.1378, -0.9117, 2.2584)  0.134
O (4.1932, -2.9486, 1.4002)  0.084
O (-0.7128, 0.7765, -0.6108)  -0.143
O (-0.2364, 0.1386, -2.6700)  0.114
O (3.4029, 3.6628, -3.9077)  0.127
O (0.2751, 1.3007, 1.8324)  -0.092
O (2.3656, 1.0211, 2.5264)  0.094
N (0.0104, -1.1411, 1.0596)  0.072
N (-2.1403, 2.2111, 0.9700)  -0.044
N (0.0876, -2.4027, 0.6428)  -0.026
C (1.6512, 2.2176, -2.9304)  0.122
C (-0.0896, 0.9013, -1.7275)  -0.489
C (3.5791, -1.9496, 1.6799)  -0.512
C (-3.2929, -4.5063, -0.6011)  -0.065
C (-1.8417, -2.6014, -0.8156)  -0.007
C (0.8577, 2.0735, -1.7879)  -0.020
C (1.2108, -0.7876, 1.5120)  -0.087
C (-2.4798, -5.0251, 0.3940)  -0.061
C (2.5162, 3.2878, -2.9527)  -0.120
C (1.8048, 4.0623, -0.7544)  0.088
C (-1.0414, -3.1268, 0.1897)  -0.226
C (0.9265, 2.9900, -0.7295)  0.089
C (4.0719, 4.7986, -3.4102)  -0.100
C (1.3290, 0.6096, 2.0182)  -0.504
C (1.3496, -2.8699, 0.7964)  -0.556
C (-2.8934, 3.0664, 0.7079)  -0.923
C (2.1215, -1.8555, 1.3668)  -0.023
C (-1.3521, -4.3371, 0.7983)  -0.043
C (-2.9722, -3.3002, -1.2027)  -0.053
C (2.6032, 4.1922, -1.8716)  -0.130
H (-0.7329, -4.7158, 1.5952)  0.111
H (0.2893, 2.8548, 0.1359)  0.115
H (3.5305, -0.1375, 2.4433)  0.073
H (1.5768, 1.5100, -3.7407)  0.149
H (-3.6052, -2.8960, -1.9757)  0.112
H (5.1492, 4.5869, -3.3184)  0.170
H (-4.1787, -5.0416, -0.9066)  0.107
H (-2.7332, -5.9583, 0.8708)  0.109
H (1.8727, 4.7557, 0.0667)  0.145
H (3.9294, 5.6481, -4.0955)  0.169
H (-1.5675, -1.6712, -1.2987)  0.102

---

Entry 3:
A structure of composition C39H50N4O4SSb2Sc, computed with ωB97M-V/def2-TZVPD.

Properties
highest occupied orbital energy = -9.93 eV
ΔE to the lowest compared entry with this formula, charge and spin = 43.73 kJ/mol
charge = +1
calculated total energy = -100015.618 eV

Last column: Löwdin charge in e.
CARTESIAN COORDINATES (ANGSTROEM)
Sb (-2.5740, -1.4563, -2.1447)  1.299
Sb (-1.3869, -1.4337, 1.6403)  1.400
Sc (0.3913, -0.1096, -0.7140)  0.744
S (-0.9106, 1.8037, -2.0329)  0.630
O (2.4003, 0.5193, -0.3287)  -0.053
O (0.0499, 1.3662, 0.8739)  -0.179
O (1.5073, -1.1109, 0.7872)  -0.140
O (2.5821, -1.5942, 3.2225)  0.067
N (1.2651, 0.0937, -2.7993)  -0.072
N (0.8324, -2.2439, -1.6594)  0.021
N (0.5080, 3.3894, -3.5893)  -0.021
N (1.4185, 1.3194, -3.4000)  0.025
C (1.2485, 3.3504, -5.9559)  -0.086
C (1.2409, -4.5761, -1.3805)  -0.021
C (0.8246, 3.5181, 2.7112)  -0.160
C (1.9570, 2.5486, 2.5383)  -0.011
C (4.8155, -0.8183, 3.5770)  -0.010
C (-4.0988, -3.2687, -0.1267)  -0.284
C (0.5905, -3.4013, -1.0475)  -0.124
C (2.4764, -0.3001, 0.6398)  -0.539
C (-4.2132, -5.6959, -0.1119)  -0.078
C (-0.7026, 2.3108, 1.1310)  -0.190
C (-4.2617, -2.0019, -0.9133)  -0.331
C (-3.4199, -2.0342, 1.9904)  -0.315
C (5.9122, -0.1020, 3.1381)  -0.059
C (1.7449, -2.2000, -2.6435)  -0.195
C (0.2478, 6.7096, 4.6762)  -0.033
C (-3.6672, -0.0192, -3.2673)  -0.347
C (2.2025, -4.5290, -2.3752)  -0.027
C (4.7600, 0.4521, 1.1234)  -0.005
C (-1.4177, 4.3808, 2.1847)  -0.185
C (1.5275, 3.8181, -4.5376)  -0.242
C (3.6427, -0.2799, 1.5383)  -0.074
C (3.6759, -0.9165, 2.7828)  -0.245
C (2.4600, -3.3306, -3.0185)  0.011
C (-1.1855, 5.4414, 3.0462)  0.005
C (2.7917, -0.7755, -4.5176)  -0.005
C (-0.4074, 3.4084, 2.0224)  -0.094
C (5.8933, 0.5405, 1.9039)  -0.067
C (-1.0832, -0.2888, 3.3999)  -0.286
C (-4.3335, -4.4855, -0.7707)  -0.058
C (-3.8628, -5.7101, 1.2306)  -0.081
C (-3.6331, -4.5129, 1.8838)  -0.069
C (-2.7654, -3.0464, -3.5550)  -0.322
C (0.4633, 2.1561, -3.0535)  -0.767
C (-3.7360, -3.2857, 1.2279)  -0.300
C (1.9167, -0.8843, -3.3145)  -0.246
C (-2.7392, 4.3248, 1.4596)  -0.035
C (0.9959, 4.5909, 3.5667)  0.006
C (0.0086, 5.5572, 3.7457)  -0.232
C (-0.4639, -3.2313, 2.3033)  -0.285
H (1.5591, 4.9078, -4.4963)  0.116
H (-1.6921, 2.3215, 0.6629)  0.098
H (0.2837, 3.7204, -6.3031)  0.075
H (-3.8783, 0.8574, -2.6580)  -0.006
H (0.4189, 6.3540, 5.6933)  0.091
H (-2.6164, 4.2512, 0.3786)  0.086
H (2.4913, 3.4508, -4.1856)  0.109
H (-3.3483, 3.4787, 1.7830)  0.091
H (2.6928, -1.6548, -5.1517)  0.083
H (-4.6009, -0.4697, -3.6042)  0.011
H (-3.3074, 5.2285, 1.6683)  0.083
H (2.7961, 2.8457, 3.1660)  0.090
H (-0.5975, 7.3943, 4.6918)  0.080
H (1.1356, 7.2671, 4.3754)  0.091
H (-4.4116, -6.6200, -0.6382)  0.105
H (6.7511, 1.1009, 1.5617)  0.108
H (-0.0216, -0.0707, 3.4980)  -0.001
H (2.2898, 2.5010, 1.5018)  0.093
H (0.6050, -3.1584, 2.1204)  -0.005
H (-5.0813, -2.1070, -1.6270)  0.068
H (-1.9510, 6.1964, 3.1740)  0.120
H (4.7134, 0.9507, 0.1649)  0.125
H (-4.0842, -1.2084, 1.7429)  0.055
H (-3.7846, -6.6449, 1.7691)  0.105
H (4.8320, -1.3057, 4.5450)  0.120
H (0.9978, -5.4925, -0.8632)  0.117
H (3.8398, -0.6999, -4.2154)  0.105
H (2.7480, -5.4207, -2.6535)  0.119
H (-0.6447, -3.3471, 3.3725)  0.022
H (-1.4151, -0.8683, 4.2614)  0.017
H (-3.8151, -3.1460, -3.8291)  0.010
H (-3.0796, 0.3035, -4.1243)  0.004
H (-2.4010, -3.9883, -3.1510)  -0.001
H (2.0169, 3.7223, -6.6342)  0.075
H (2.7774, -1.9534, 4.0955)  0.118
H (3.2050, -3.2767, -3.7967)  0.114
H (1.9328, 4.6861, 4.1026)  0.125
H (-4.6377, -4.4737, -1.8101)  0.105
H (-4.4932, -1.1387, -0.2902)  0.050
H (2.5462, 0.1171, -5.0840)  0.067
H (1.2386, 2.2628, -6.0112)  0.057
H (-2.1859, -2.7984, -4.4434)  0.004
H (-0.8890, -4.0890, 1.7834)  0.003
H (-3.3712, -4.5202, 2.9355)  0.114
H (-3.4906, -2.2134, 3.0638)  0.066
H (1.6606, 1.5364, 2.8165)  0.079
H (-0.2140, 4.0290, -3.3110)  0.113
H (6.7897, -0.0398, 3.7681)  0.113
H (-0.1587, -3.3821, -0.2675)  0.069
H (-1.6393, 0.6475, 3.3648)  0.008

---

- Look up the calculated total energy of the third one.
  -100015.618 eV

---

- charge of number 1 (C20H48BBrFNO3)?
  0

---

- What is the charge in the first record?
  0